DFT (wB97M-V/def2-TZVPD) results for a structure of composition C9H9N5PdS2.

Output
HOMO = -0.282 Ha
molecular weight = 357.8 g/mol
calculated total energy = -1546.44480 Eh
Kohn-Sham gap = 6.67 eV
energy above the lowest of the compared OMol25 structures with the same formula, charge and spin = 0.0 kcal/mol
spin multiplicity = 1
F_max = 0.01440 Eh/bohr

The geometry in XYZ format:
```
26
Properties=species:S:1:pos:R:3:forces:R:3:mulliken_charge:R:1
Pd -0.84316 0.37421 0.65052 0.252 -0.410 -0.563 0.65
C 1.89448 2.05342 3.39691 0.047 -0.004 -0.035 -1.36
C 1.04784 1.19175 2.52292 0.048 0.072 -0.047 0.45
N 0.43384 1.62305 1.47071 -0.158 0.024 0.173 0.48
N 0.53564 2.91882 1.08044 0.045 -0.028 0.039 -1.14
C -0.21902 3.17601 0.03168 0.019 -0.022 -0.054 0.63
N -0.16920 4.43197 -0.44715 -0.007 0.004 -0.001 -0.38
S -1.25007 2.05037 -0.81554 -0.116 0.144 0.229 -0.39
C 0.86159 -0.24343 2.81763 0.029 -0.037 -0.027 0.59
C 1.48609 -0.88926 3.87096 0.009 -0.005 -0.022 -0.44
C 1.26922 -2.24966 4.04729 0.010 -0.011 0.004 -0.43
C 0.44649 -2.93076 3.16988 0.020 0.009 -0.016 -0.67
C -0.15907 -2.22182 2.14198 -0.033 -0.028 0.018 -0.25
N 0.04349 -0.92227 1.98238 -0.130 0.204 0.328 -0.21
H 1.89128 3.07140 3.02227 0.001 -0.002 -0.001 0.37
H 2.92245 1.68629 3.42380 0.001 0.003 -0.003 0.33
H 1.51003 2.04571 4.41878 -0.002 -0.002 0.002 0.33
H 0.36504 5.12252 0.05001 -0.002 -0.004 0.002 0.23
H -0.82212 4.72246 -1.15088 0.013 -0.004 -0.015 0.20
H 2.12989 -0.33901 4.54138 0.001 -0.001 -0.002 0.35
H 1.74489 -2.77048 4.86760 0.005 0.000 -0.003 0.41
H 0.26139 -3.98968 3.27433 -0.005 0.000 0.000 0.40
H -0.83238 -2.68154 1.42989 -0.023 0.018 0.009 0.47
S -4.84838 -1.51247 -0.46469 0.011 0.001 0.012 -0.41
C -3.29983 -1.16324 -0.22110 0.035 -0.118 -0.067 0.30
N -2.14800 -0.96633 -0.06031 -0.071 0.198 0.039 -0.51
```
Forces are in eV/Å.